(1)
One molecule with the formula C3H2N2O2S at a distorted geometry. Source: the Open Molecules 2025 dataset; level of theory: ωB97M-V with the def2-TZVPD basis set.

The frontier orbital gap comes out at 8.21 eV. The energy relative to the best compared isomer or geometry (same formula, charge and spin) is 58.19 kcal per mole. The SMILES is [H]/N=C1\NC(=S)C(=O)O1. The value obtained for the HOMO energy is -0.3615 hartree. As for the total energy: -773.65447 Eh.

```
! wB97M-V def2-TZVPD RIJCOSX def2/J DEFGRID3
* xyz 0 1
C -0.6755 0.3471 -0.7659
C 0.9106 -0.2726 0.7948
C -0.3754 -1.2678 0.9824
H -0.7658 2.0129 -1.4269
H 1.2584 0.8228 -1.0763
N -1.3929 1.0898 -1.4931
N 0.6245 0.3844 -0.4720
O -0.7040 -1.9960 1.8808
O -1.1709 -0.8429 -0.1238
S 2.2910 -0.2780 1.6999
*
```

---

(2)
One molecule with the formula C3H2N2O2S at a distorted geometry. Source: the Open Molecules 2025 dataset; level of theory: ωB97M-V with the def2-TZVPD basis set.

The frontier orbital gap comes out at 9.67 eV. The energy relative to the best compared isomer or geometry (same formula, charge and spin) is 90.01 kcal per mole. The SMILES is N#CC(=O)NOC=S. The value obtained for the HOMO energy is -0.3797 hartree. As for the total energy: -773.60375 Eh.

```
! wB97M-V def2-TZVPD RIJCOSX def2/J DEFGRID3
* xyz 0 1
C -1.9749 0.6230 0.0240
C 1.3728 0.4263 -0.0409
C 2.3411 -0.6818 -0.0138
H -2.6593 1.5289 0.0144
H -0.2695 -0.8017 0.3934
N 0.1589 0.0936 0.5411
N 3.2143 -1.4407 0.0236
O -0.7470 1.0790 0.3031
O 1.7291 1.5263 -0.4334
S -2.4359 -0.8966 -0.1959
*
```

---

(3)
A 2-piece molecular cluster, C3H2N2O3 overall at a distorted geometry. Source: the Open Molecules 2025 dataset; level of theory: ωB97M-V with the def2-TZVPD basis set.

The frontier orbital gap comes out at 9.26 eV. The energy relative to the best compared isomer or geometry (same formula, charge and spin) is 145.87 kcal per mole. The value obtained for the HOMO energy is -0.3780 hartree. As for the total energy: -450.57081 Eh.

```
! wB97M-V def2-TZVPD RIJCOSX def2/J DEFGRID3
* xyz 0 1
C -0.8542 -0.5496 1.9433
C -0.5650 0.8665 2.5048
C -0.2268 0.8458 0.2584
N -0.6064 -0.4496 0.5909
N -0.0843 1.6608 1.3940
O -1.2616 -1.5095 2.5270
O -0.6669 1.2559 3.6183
O -1.0875 1.8837 0.3760
H 0.9943 1.0403 -0.9579
H -0.8145 -1.1777 -0.0732
*
```

---

(4)
One molecule with the formula C3H2N2O3 at a distorted geometry. Source: the Open Molecules 2025 dataset; level of theory: ωB97M-V with the def2-TZVPD basis set.

The frontier orbital gap comes out at 10.65 eV. The energy relative to the best compared isomer or geometry (same formula, charge and spin) is 78.47 kcal per mole. The SMILES is O=c1oncnc1O. The value obtained for the HOMO energy is -0.3877 hartree. As for the total energy: -450.67823 Eh.

```
! wB97M-V def2-TZVPD RIJCOSX def2/J DEFGRID3
* xyz 0 1
C 0.4874 -0.0341 -0.7928
C 0.8354 0.4393 1.4070
C -0.9827 -0.2576 -0.2470
H -0.3898 -0.5179 -2.2946
H 1.5168 0.7826 2.1023
N 1.3589 0.3296 0.0371
N -0.2836 0.1739 1.9197
O 0.5458 -0.1618 -2.0141
O -1.2967 -0.3015 1.0113
O -1.7914 -0.4523 -1.1290
*
```

---

(5)
One molecule with the formula C3H2N2O3 at a distorted geometry. Source: the Open Molecules 2025 dataset; level of theory: ωB97M-V with the def2-TZVPD basis set.

The frontier orbital gap comes out at 10.12 eV. The energy relative to the best compared isomer or geometry (same formula, charge and spin) is 79.91 kcal per mole. The SMILES is O=c1cnnc(O)o1. The value obtained for the HOMO energy is -0.3950 hartree. As for the total energy: -450.67593 Eh.

```
! wB97M-V def2-TZVPD RIJCOSX def2/J DEFGRID3
* xyz 0 1
C 0.7069 -0.5616 -0.5231
C -1.4289 0.6053 0.0194
C -0.3596 0.4931 1.0609
H 1.5088 -1.6752 -1.6981
H -2.4956 0.9473 0.3091
N -0.1122 -0.4572 -1.4200
N -1.3853 0.1695 -1.1438
O 1.7885 -1.2891 -0.7806
O -0.3111 1.2880 2.0420
O 0.7675 -0.0587 0.7377
*
```

---

(6)
A 2-piece molecular cluster, C3H2N2O3 overall at a distorted geometry. Source: the Open Molecules 2025 dataset; level of theory: ωB97M-V with the def2-TZVPD basis set.

The frontier orbital gap comes out at 9.83 eV. The energy relative to the best compared isomer or geometry (same formula, charge and spin) is 158.08 kcal per mole. The value obtained for the HOMO energy is -0.3874 hartree. As for the total energy: -450.55135 Eh.

```
! wB97M-V def2-TZVPD RIJCOSX def2/J DEFGRID3
* xyz 0 1
C -1.3239 0.6280 1.5847
C -0.3462 -0.6032 -0.3877
C -0.3138 0.0721 -1.5560
H -2.7813 0.9675 1.7389
H -1.0668 0.5297 -2.0237
N 1.0278 0.2766 -1.8241
N 1.8293 -0.2219 -0.9190
O -0.3346 1.2933 1.8676
O -1.1633 -0.5892 0.7881
O 0.9668 -1.0117 0.0493
*
```

---

(7)
C3H2N2O3 as an isolated structure at a distorted geometry. Source: the Open Molecules 2025 dataset; level of theory: ωB97M-V with the def2-TZVPD basis set.

The frontier orbital gap comes out at 9.15 eV. The energy relative to the best compared isomer or geometry (same formula, charge and spin) is 148.73 kcal per mole. The value obtained for the HOMO energy is -0.3585 hartree. As for the total energy: -450.56627 Eh.

```
! wB97M-V def2-TZVPD RIJCOSX def2/J DEFGRID3
* xyz 0 1
C 0.3645 -0.2265 0.0505
C -0.4064 0.9440 -0.2792
C -1.5601 -0.7216 0.1881
H -0.2260 2.1002 -0.5495
H -2.5323 -1.1791 0.5341
N 1.8396 -0.0896 -0.0331
N -0.3876 -1.3063 0.0407
O 2.3161 -1.1992 -0.2132
O 2.2194 1.0845 0.3300
O -1.6272 0.5936 -0.0684
*
```

---

(8)
One molecule with the formula C3H2N2OS at a distorted geometry. Source: the Open Molecules 2025 dataset; level of theory: ωB97M-V with the def2-TZVPD basis set.

The frontier orbital gap comes out at 7.85 eV. The energy relative to the best compared isomer or geometry (same formula, charge and spin) is 46.10 kcal per mole. The SMILES is S=Cc1nnco1. The value obtained for the HOMO energy is -0.3518 hartree. As for the total energy: -698.36771 Eh.

```
! wB97M-V def2-TZVPD RIJCOSX def2/J DEFGRID3
* xyz 0 1
C -0.7112 -0.5877 1.0948
C 0.2900 -0.3913 0.0820
C 1.4403 0.7323 -1.2927
H -0.5110 -1.5051 1.7983
H 1.8459 1.7238 -1.7514
N 1.1373 -1.3248 -0.5247
N 1.8031 -0.5088 -1.5449
O 0.5608 0.8489 -0.3447
S -2.0324 0.4566 1.1184
*
```